{
  "formula": "C4H7NO",
  "method": "the ωB97M-V functional and the def2-TZVPD basis",
  "molar_mass_g_mol": 85.11,
  "homo_energy_ev": -10.82,
  "orbital_gap_ev": 11.69,
  "de_lowest_kj_mol": 144.8,
  "smiles": "CCOCC#N",
  "symbols": ["C", "C", "O", "C", "C", "N", "H", "H", "H", "H", "H", "H", "H"],
  "coordinates": [[-0.089, 1.595, -1.218], [-0.446, 0.278, -0.563], [0.690, -0.207, 0.141], [0.484, -1.459, 0.720], [-0.619, -1.478, 1.713], [-1.507, -1.508, 2.454], [0.728, 1.471, -1.935], [-0.962, 1.987, -1.751], [0.215, 2.329, -0.466], [-0.758, -0.463, -1.317], [-1.280, 0.411, 0.142], [1.414, -1.743, 1.221], [0.247, -2.228, -0.033]]
}

***

{
  "formula": "C4H7NO",
  "method": "the ωB97M-V functional and the def2-TZVPD basis",
  "molar_mass_g_mol": 85.11,
  "homo_energy_ev": -9.47,
  "orbital_gap_ev": 10.46,
  "de_lowest_kj_mol": 160.5,
  "smiles": "C[C@H]1CN=CO1",
  "symbols": ["C", "C", "C", "N", "C", "O", "H", "H", "H", "H", "H", "H", "H"],
  "coordinates": [[-1.450, 0.235, -0.582], [0.073, 0.157, -0.688], [0.796, 0.867, 0.434], [0.864, -0.199, 1.446], [0.896, -1.317, 0.841], [0.643, -1.380, -0.467], [-1.820, -0.775, -0.740], [-1.818, 0.604, 0.388], [-1.887, 0.876, -1.363], [0.459, 0.220, -1.691], [1.812, 1.179, 0.142], [0.304, 1.750, 0.872], [1.128, -2.217, 1.409]]
}

***

{
  "formula": "C4H7NO",
  "method": "the ωB97M-V functional and the def2-TZVPD basis",
  "molar_mass_g_mol": 85.11,
  "homo_energy_ev": -8.76,
  "orbital_gap_ev": 9.64,
  "de_lowest_kj_mol": 304.4,
  "smiles": "C=C1N=CCO1.[H][H]",
  "symbols": ["C", "C", "N", "C", "C", "O", "H", "H", "H", "H", "H", "H", "H"],
  "coordinates": [[-1.691, -1.065, 0.176], [-0.567, -0.497, 0.605], [0.694, -1.072, 0.368], [1.464, -0.079, 0.155], [0.835, 1.242, 0.512], [-0.466, 0.836, 0.920], [-1.668, -2.099, -0.142], [-0.650, -0.242, -1.628], [-2.594, -0.477, 0.082], [2.473, -0.201, -0.226], [0.035, -0.021, -1.843], [0.771, 1.952, -0.323], [1.363, 1.724, 1.343]]
}

***

{
  "formula": "C4H7NO",
  "method": "the ωB97M-V functional and the def2-TZVPD basis",
  "molar_mass_g_mol": 85.11,
  "homo_energy_ev": -9.21,
  "orbital_gap_ev": 10.02,
  "de_lowest_kj_mol": 360.4,
  "symbols": ["O", "C", "N", "C", "C", "C", "H", "H", "H", "H", "H", "H", "H"],
  "coordinates": [[-1.766, 1.140, -1.126], [-0.745, 1.564, -0.640], [-0.134, 0.914, 0.285], [-0.866, -0.801, 0.089], [0.587, -1.110, 0.106], [1.080, 0.247, 0.503], [-0.336, 2.510, -0.909], [-1.396, -0.829, 1.015], [-1.449, -1.257, -0.706], [0.859, -1.925, 0.745], [0.933, -1.356, -0.879], [1.951, 0.585, -0.043], [1.281, 0.318, 1.560]]
}

***

{
  "formula": "C4H7NO",
  "method": "the ωB97M-V functional and the def2-TZVPD basis",
  "molar_mass_g_mol": 85.11,
  "homo_energy_ev": -7.96,
  "orbital_gap_ev": 7.89,
  "de_lowest_kj_mol": 559.7,
  "symbols": ["O", "C", "C", "N", "C", "C", "H", "H", "H", "H", "H", "H", "H"],
  "coordinates": [[-2.039, -0.610, 0.773], [-1.188, -0.032, -0.185], [-0.184, 1.016, 0.336], [0.886, 0.470, -0.508], [1.898, -0.088, 0.032], [-0.147, -1.014, -0.731], [-1.567, -1.405, 1.062], [-1.828, 0.425, -0.952], [0.018, 0.899, 1.410], [-0.415, 2.057, 0.104], [2.216, 0.115, 1.061], [2.501, -0.761, -0.575], [-0.150, -1.073, -1.827]]
}

***

{
  "formula": "C4H7NO",
  "method": "the ωB97M-V functional and the def2-TZVPD basis",
  "molar_mass_g_mol": 85.11,
  "homo_energy_ev": -9.56,
  "orbital_gap_ev": 10.62,
  "de_lowest_kj_mol": 233.9,
  "smiles": "O=CCN1CC1",
  "symbols": ["O", "C", "C", "N", "C", "C", "H", "H", "H", "H", "H", "H", "H"],
  "coordinates": [[2.441, 1.648, -1.205], [1.535, 0.860, -1.083], [0.623, 0.827, 0.127], [-0.617, 0.156, -0.206], [-0.727, -1.286, -0.073], [-1.449, -0.375, 0.850], [1.334, 0.096, -1.861], [0.417, 1.872, 0.387], [1.187, 0.384, 0.974], [0.107, -1.846, 0.354], [-1.252, -1.790, -0.883], [-2.518, -0.202, 0.742], [-1.081, -0.344, 1.877]]
}

***

{
  "formula": "C4H7NO",
  "method": "the ωB97M-V functional and the def2-TZVPD basis",
  "molar_mass_g_mol": 85.11,
  "homo_energy_ev": -9.41,
  "orbital_gap_ev": 8.72,
  "de_lowest_kj_mol": 429.1,
  "symbols": ["C", "N", "C", "C", "C", "O", "H", "H", "H", "H", "H", "H", "H"],
  "coordinates": [[0.644, -0.097, 1.548], [0.070, -0.038, 0.224], [0.839, 0.249, -0.962], [-1.715, 0.272, -1.344], [-1.256, -0.109, -0.022], [-2.180, -0.389, 0.742], [1.139, 0.853, 1.790], [-0.172, -0.265, 2.255], [1.372, -0.911, 1.639], [1.266, -0.652, -1.420], [1.627, 0.980, -0.767], [0.151, 0.726, -1.691], [-1.784, -0.619, -1.992]]
}

***

{
  "formula": "C4H7NO",
  "method": "the ωB97M-V functional and the def2-TZVPD basis",
  "molar_mass_g_mol": 85.11,
  "homo_energy_ev": -9.62,
  "orbital_gap_ev": 10.27,
  "de_lowest_kj_mol": 235.9,
  "smiles": "C[C@H]1CNC1=O",
  "symbols": ["C", "C", "C", "C", "H", "H", "H", "H", "H", "H", "H", "N", "O"],
  "coordinates": [[-1.602, -0.010, 0.079], [-0.164, -0.182, 0.520], [0.750, -0.868, -0.498], [0.674, 1.072, 0.329], [-2.367, -0.761, 0.342], [-1.967, 0.774, 0.800], [-1.723, 0.366, -0.967], [-0.072, -0.461, 1.562], [1.452, -1.663, -0.196], [0.332, -1.214, -1.475], [2.550, 0.407, -0.889], [1.320, 0.498, -0.714], [0.817, 2.041, 1.107]]
}